DFT (ωB97M-V with the def2-TZVPD basis set) results for C16H13F9I2N2S2 as an isolated structure.

Each line ends with the natural charge from an NBO analysis.
Positions of all 44 atoms, in Å:
C: 0.946 1.295 -3.355  -0.61
C: 1.962 1.836 -2.355  -0.39
C: 2.176 0.984 -1.063  -0.45
C: 1.330 -0.258 -0.955  0.02
C: 0.025 -0.270 -0.297  -0.13
C: -0.568 1.042 0.204  0.65
F: -1.909 1.062 0.112  -0.31
F: -0.160 2.093 -0.544  -0.32
C: -0.194 1.374 1.677  0.59
F: -0.844 0.540 2.490  -0.30
F: 1.125 1.162 1.846  -0.31
C: -0.508 2.844 2.118  0.55
F: -1.484 3.367 1.385  -0.29
F: -0.923 2.810 3.397  -0.30
C: 0.715 3.799 2.108  0.93
F: 1.517 3.526 3.111  -0.29
F: 1.391 3.719 0.977  -0.30
F: 0.268 5.041 2.239  -0.30
C: -0.690 -1.464 -0.134  0.10
C: -2.001 -1.613 0.602  -0.38
I: -3.603 -1.714 -0.839  0.12
C: -2.113 -2.790 1.587  -0.33
C: -3.333 -2.601 2.489  -0.64
I: -0.356 -2.949 2.795  0.09
C: -0.148 -2.646 -0.729  0.04
N: -0.716 -3.856 -0.749  -0.63
S: 0.263 -4.844 -1.501  1.01
N: 1.469 -3.833 -1.878  -0.61
C: 1.099 -2.648 -1.403  0.15
C: 1.840 -1.431 -1.501  -0.18
S: 3.419 -1.615 -2.278  0.07
H: -0.017 1.082 -2.900  0.21
H: 0.768 2.037 -4.131  0.22
H: 1.296 0.401 -3.861  0.20
H: 2.917 1.917 -2.869  0.20
H: 1.652 2.831 -2.060  0.21
H: 2.033 1.640 -0.227  0.23
H: 3.217 0.687 -1.005  0.22
H: -2.218 -0.744 1.191  0.24
H: -2.260 -3.708 1.040  0.24
H: -3.440 -1.571 2.814  0.21
H: -3.290 -3.253 3.353  0.23
H: -4.215 -2.881 1.919  0.23
H: 3.564 -0.403 -2.819  0.13

Values from the calculation:
Gap between HOMO and LUMO, eV: 7.3943
E, eV: -82112.887
Energy relative to the best compared isomer or geometry (same formula, charge and spin), kJ/mol: 14.35
LUMO energy, eV: -1.20
Multiplicity: 1


DFT (ωB97M-V with the def2-TZVPD basis set) results for one molecule with the formula C4H9NO.

Each line ends with the natural charge from an NBO analysis.
Positions of all 15 atoms, in Å:
C: -2.458 -0.380 -0.025  -0.62
C: -0.939 -0.488 -0.032  -0.06
O: -0.499 0.776 0.471  -0.54
C: 0.708 1.396 0.368  0.43
N: 1.891 1.076 0.092  -0.50
C: 2.470 -0.212 -0.195  -0.44
H: -2.793 -0.082 0.974  0.22
H: -2.780 0.399 -0.722  0.21
H: -2.945 -1.324 -0.294  0.21
H: -0.612 -1.302 0.626  0.17
H: -0.565 -0.677 -1.047  0.18
H: 0.527 2.439 0.632  0.16
H: 2.435 -0.416 -1.272  0.20
H: 2.028 -1.058 0.352  0.18
H: 3.532 -0.148 0.073  0.20

Values from the calculation:
Gap between HOMO and LUMO, eV: 10.2830
E, eV: -7830.339
Energy relative to the best compared isomer or geometry (same formula, charge and spin), kJ/mol: 191.13
LUMO energy, eV: 0.94
Multiplicity: 1
SMILES: CCO/C=N\C


DFT (ωB97M-V with the def2-TZVPD basis set) results for C6H11N as an isolated structure.

Each line ends with the natural charge from an NBO analysis.
Positions of all 18 atoms, in Å:
C: 2.238 0.186 0.572  -0.63
C: 1.137 -0.645 -0.023  -0.31
C: -0.749 0.093 -0.003  -0.13
C: -1.849 -0.903 0.411  -0.62
C: -1.129 0.814 -1.316  -0.62
C: -0.263 1.010 0.978  0.27
N: 0.488 1.636 1.604  -0.38
H: 2.505 1.137 0.094  0.23
H: 2.850 -0.649 0.121  0.24
H: 2.442 0.196 1.651  0.24
H: 1.105 -1.604 0.511  0.21
H: 1.286 -0.742 -1.097  0.20
H: -1.628 -1.390 1.364  0.22
H: -2.854 -0.451 0.503  0.22
H: -1.941 -1.677 -0.360  0.21
H: -2.115 1.315 -1.283  0.22
H: -0.394 1.583 -1.562  0.22
H: -1.178 0.094 -2.140  0.21

Values from the calculation:
Gap between HOMO and LUMO, eV: 10.1198
E, eV: -7887.816
Energy relative to the best compared isomer or geometry (same formula, charge and spin), kJ/mol: 261.95
LUMO energy, eV: 0.80
Multiplicity: 1


DFT (ωB97M-V with the def2-TZVPD basis set) results for one molecule with the formula C4H9BO2.

Each line ends with the natural charge from an NBO analysis.
Positions of all 16 atoms, in Å:
B: 1.241 -0.094 0.046  0.59
C: -1.019 1.549 0.143  -0.37
C: 0.124 0.956 0.258  0.39
C: -2.344 0.867 0.162  -0.61
C: 0.518 -1.609 -0.136  -0.76
O: 2.081 -0.334 1.097  -0.89
O: 1.909 0.191 -1.322  -0.94
H: -0.997 2.569 0.314  0.27
H: -2.930 1.417 0.772  0.23
H: -2.184 -0.235 0.344  0.24
H: -2.744 0.786 -0.869  0.24
H: -0.047 -1.727 -1.093  0.21
H: 1.381 -2.274 0.025  0.25
H: -0.168 -1.916 0.687  0.20
H: 2.633 0.378 1.205  0.47
H: 2.545 -0.525 -1.632  0.47

Values from the calculation:
Gap between HOMO and LUMO (alpha / beta), eV: 7.7851 / 7.7858
E, eV: -9063.132
Energy relative to the best compared isomer or geometry (same formula, charge and spin), kJ/mol: 428.15
LUMO energy (alpha / beta), eV: -1.42 / -1.42
Multiplicity: 1


DFT (ωB97M-V with the def2-TZVPD basis set) results for one molecule with the formula C3H3Cl2NS.

Each line ends with the natural charge from an NBO analysis.
Positions of all 10 atoms, in Å:
S: -1.439 2.213 -0.888  0.11
C: -0.688 1.643 0.488  -0.27
C: 0.106 0.443 0.428  -0.10
Cl: -0.267 -0.575 1.929  -0.09
N: 0.038 -0.337 -0.745  -0.43
C: 0.337 -1.501 -1.082  0.17
Cl: 1.326 -2.654 -0.192  -0.07
H: -0.623 2.133 1.490  0.23
H: 1.097 0.703 0.553  0.24
H: 0.113 -2.066 -1.980  0.21

Values from the calculation:
Gap between HOMO and LUMO, eV: 8.1660
E, eV: -40527.882
Energy relative to the best compared isomer or geometry (same formula, charge and spin), kJ/mol: 109.42
LUMO energy, eV: -0.96
Multiplicity: 1
SMILES: S=C[C@@H](Cl)/N=C\Cl


DFT (ωB97M-V with the def2-TZVPD basis set) results for a 6-piece molecular cluster, C6H24O6 overall.

Each line ends with the natural charge from an NBO analysis.
Positions of all 36 atoms, in Å:
C: -0.396 0.873 2.675  -0.63
C: -1.021 2.110 2.007  0.09
C: -1.161 3.208 3.083  -0.64
O: -0.312 2.454 0.842  -0.76
H: -0.715 0.604 3.690  0.22
H: 0.713 0.966 2.581  0.19
H: -0.656 0.029 2.065  0.22
H: -1.977 1.733 1.700  0.17
H: -1.897 3.982 2.741  0.21
H: -0.209 3.771 3.287  0.21
H: -1.497 2.933 4.043  0.21
H: 0.632 2.100 0.893  0.51
C: 1.612 -2.746 -2.108  -0.64
C: 0.434 -3.278 -1.225  0.11
C: 0.449 -2.963 0.308  -0.63
O: -0.846 -2.797 -1.590  -0.74
H: 1.762 -1.705 -1.942  0.21
H: 1.462 -2.890 -3.156  0.21
H: 2.536 -3.147 -1.866  0.22
H: 0.388 -4.332 -1.272  0.16
H: 1.220 -3.621 0.816  0.20
H: -0.513 -3.275 0.837  0.23
H: 0.571 -1.903 0.469  0.21
H: -0.853 -2.388 -2.464  0.48
O: -1.665 -0.363 -0.398  -0.96
H: -0.868 0.117 -0.209  0.47
H: -1.313 -1.077 -0.876  0.48
O: 1.861 0.789 -0.102  -0.99
H: 1.831 0.812 -1.104  0.51
H: 2.732 0.409 0.032  0.47
O: -1.533 2.094 -1.942  -0.99
H: -1.173 2.335 -1.081  0.50
H: -2.030 1.277 -1.677  0.50
O: 0.872 0.978 -2.837  -1.00
H: 0.063 1.521 -2.790  0.52
H: 1.500 1.388 -3.432  0.47

Values from the calculation:
Gap between HOMO and LUMO, eV: 10.6902
E, eV: -18896.185
Energy relative to the best compared isomer or geometry (same formula, charge and spin), kJ/mol: 79.85
LUMO energy, eV: 0.37
Multiplicity: 1
SMILES: CC(C)O.CC(C)O.O.O.O.O